Computed, not measured: a 13-piece molecular cluster, C47H101BrN3O18PS2 overall, with ωB97M-V with the def2-TZVPD basis set.

Geometry as XYZ:
```
173
Properties=species:S:1:pos:R:3:forces:R:3
C 0.2435 -0.0334 -9.1477 -0.66 0.35 0.78
C -0.2047 -1.5498 -9.1919 0.39 1.09 -1.43
O 0.3721 -2.3470 -8.1312 -1.76 0.87 -0.20
C -0.4052 -2.0617 -6.9670 -0.49 0.06 1.61
C -0.0193 -2.9548 -5.7028 -0.03 0.99 0.48
C 0.5311 -2.0166 -4.5495 0.87 0.16 0.88
C -0.3383 -0.9530 -3.9422 3.15 -0.58 0.79
C -1.8280 -0.7092 -4.3362 -0.47 0.00 0.29
C -2.8629 -1.2776 -3.2436 0.75 0.30 0.39
C -2.7905 -0.3238 -1.9895 1.00 1.04 -0.31
S -4.3349 -0.2331 -0.9884 0.88 0.93 1.06
C -3.8496 0.8933 0.3905 0.84 0.19 -0.43
S -4.5824 0.9006 1.8537 0.41 -0.12 -1.25
N -2.7123 1.7997 0.1239 1.57 1.63 -1.02
C -2.6827 2.9661 -0.7045 1.33 1.77 -1.11
C -1.3430 3.5729 -0.7392 -3.35 -4.17 1.90
N -0.5651 2.7194 0.1060 -2.36 -0.92 -0.23
C -1.3760 1.7253 0.5743 1.62 1.28 -0.51
C 0.2937 -0.0892 -2.8935 0.52 -0.65 -0.40
C 1.6692 -0.2530 -2.4086 -2.04 -1.99 -2.87
C 2.4417 -1.3631 -3.0389 -1.01 1.46 0.75
C 1.9488 -2.2441 -4.1006 -1.44 2.21 1.30
C 2.8909 -3.3388 -4.6851 0.03 -0.62 0.14
P 3.5587 -2.7075 -6.3288 -0.98 2.77 -1.04
O 3.0077 -1.3167 -6.5257 0.80 -1.59 -0.02
O 2.9893 -3.6709 -7.5707 1.46 0.79 1.68
O 5.2182 -2.5920 -6.3447 -1.73 -0.76 -0.16
C 3.8114 -1.2998 -2.2795 -1.73 -0.56 -1.31
O 4.8203 -1.8442 -2.6601 -0.65 0.67 1.02
N 3.6123 -0.4475 -1.1113 -0.02 0.32 0.71
C 3.1280 -1.1411 0.1321 1.28 -0.40 1.54
C 3.8647 -2.4915 0.4613 -1.34 -0.66 0.95
C 3.4740 -2.9042 1.9555 -0.62 0.38 -0.13
Br 5.8531 -2.3168 0.4213 -0.84 -0.09 -0.22
C 2.5031 0.4966 -1.3159 -0.28 -1.30 -2.41
O 2.3349 1.5578 -0.7875 0.20 -1.26 -0.26
H -0.1399 0.5476 -10.0424 0.53 -0.89 0.84
H -0.2547 0.4582 -8.2529 0.70 -0.46 -0.98
H 1.3505 0.1159 -9.0249 -1.06 -0.37 -0.25
H 0.0904 -1.9427 -10.2135 -0.06 -0.04 1.41
H -1.3335 -1.5603 -9.1790 1.03 -0.25 0.22
H -0.3043 -0.9828 -6.6269 0.16 -1.14 -0.68
H -1.5235 -2.2065 -7.1290 1.24 -0.03 -0.37
H 0.6991 -3.7687 -5.9867 -0.64 0.96 0.21
H -0.9386 -3.4536 -5.2908 0.76 0.39 -0.55
H -2.1417 -1.1561 -5.3168 0.74 0.28 0.87
H -1.9890 0.4094 -4.4415 0.15 -1.25 0.19
H -3.9046 -1.3423 -3.6716 1.09 0.16 0.40
H -2.5209 -2.3056 -2.9359 -0.54 0.88 -0.40
H -2.5868 0.7186 -2.3853 -0.45 -1.10 0.58
H -1.9214 -0.5621 -1.3043 -1.10 -0.05 -0.76
H -3.5562 3.3589 -1.2837 0.73 -0.85 0.98
H -1.0037 4.4655 -1.3104 -0.25 -1.02 0.80
H -0.9341 0.9377 1.2334 -1.00 0.75 -0.64
H -0.3399 0.7164 -2.4324 0.78 -0.77 -0.57
H 2.3469 -4.3252 -4.8116 0.68 1.16 0.00
H 3.7409 -3.5059 -3.9707 -0.71 0.24 -0.74
H 2.9035 -3.0507 -8.3238 -0.27 -0.32 0.40
H 5.4337 -1.7831 -6.8584 -0.29 -0.49 0.47
H 2.0042 -1.2979 0.1467 1.18 -0.19 -0.28
H 3.3385 -0.4473 1.0063 -0.18 -0.64 -1.12
H 3.5321 -3.3731 -0.1888 0.92 1.61 0.54
H 3.2117 -3.9984 2.0382 0.50 1.14 -0.13
H 4.2606 -2.6456 2.7099 -0.65 -0.34 -0.84
H 2.5420 -2.3248 2.2436 0.99 -0.71 -0.33
C -7.2311 4.1860 1.4329 0.22 0.30 -0.23
C -7.2518 4.4654 -0.0575 0.14 -0.43 0.29
O -6.1517 3.8236 -0.7016 0.11 0.05 -0.31
H -6.2961 4.5387 1.8753 -0.02 0.03 -0.10
H -8.0621 4.6756 1.9317 0.10 -0.11 -0.06
H -7.2897 3.1115 1.6254 -0.15 0.05 0.02
H -7.1715 5.5368 -0.2472 0.12 -0.10 -0.13
H -8.1819 4.1032 -0.5085 -0.11 0.15 0.05
H -6.2327 2.8756 -0.5391 0.03 0.14 0.03
C 1.4982 4.6668 3.2666 0.01 0.19 0.04
C 1.1774 3.2783 3.7831 0.12 -0.14 -0.30
O 0.3067 2.6089 2.8783 0.00 -0.16 0.23
H 0.5817 5.2498 3.1412 0.01 -0.03 0.09
H 2.1625 5.1967 3.9539 0.02 0.02 -0.06
H 1.9785 4.6118 2.2853 0.10 -0.05 0.07
H 0.6779 3.3366 4.7524 -0.12 -0.08 -0.11
H 2.0876 2.6859 3.8988 0.05 0.19 0.16
H 0.7639 2.5564 2.0269 -0.26 0.12 -0.05
C 2.6148 -3.8642 6.9819 0.03 0.04 0.12
C 2.6108 -3.6421 5.4832 -0.05 -0.33 0.11
O 3.7063 -4.3202 4.8752 0.14 0.04 -0.14
H 3.5497 -3.5067 7.4195 -0.07 0.09 -0.06
H 1.7804 -3.3418 7.4554 0.02 -0.06 0.04
H 2.5395 -4.9298 7.2139 -0.16 0.04 -0.03
H 2.7072 -2.5793 5.2541 0.14 -0.09 -0.10
H 1.6798 -4.0092 5.0392 -0.11 0.12 0.10
H 3.6140 -5.2602 5.0709 0.00 0.15 -0.01
C -4.6069 3.9717 -5.1248 -0.01 0.13 -0.03
C -3.4673 3.0673 -4.6987 -0.36 -0.02 -0.06
O -3.7877 2.4089 -3.4756 0.07 -0.18 -0.11
H -4.8127 4.7167 -4.3535 0.09 -0.03 -0.04
H -4.3691 4.4864 -6.0581 -0.06 -0.02 0.01
H -5.5258 3.3956 -5.2659 0.05 -0.01 -0.10
H -2.5579 3.6483 -4.5378 -0.01 -0.14 0.15
H -3.2633 2.3105 -5.4641 0.10 0.12 -0.12
H -4.5897 1.8940 -3.6328 0.05 0.11 0.13
C -10.6511 4.2074 5.2889 -0.01 0.08 0.12
C -10.1896 4.6030 3.8995 -0.16 -0.43 0.14
O -9.2232 3.6760 3.4136 -0.23 -0.07 0.24
H -9.8041 4.1716 5.9774 -0.03 0.08 -0.06
H -11.3878 4.9162 5.6729 0.00 -0.07 0.02
H -11.0969 3.2089 5.2784 -0.09 0.07 -0.03
H -9.7260 5.5906 3.9181 0.11 -0.12 -0.10
H -11.0333 4.6302 3.2021 -0.07 0.17 0.07
H -9.6406 2.8062 3.3902 0.08 0.11 0.02
C 6.0130 4.1468 3.7445 0.03 0.12 0.05
C 5.4800 2.8615 4.3480 0.11 0.03 -0.41
O 4.3768 2.3780 3.5896 -0.06 -0.09 0.05
H 5.2306 4.9086 3.7144 0.03 -0.05 0.08
H 6.8564 4.5301 4.3230 0.00 0.01 -0.07
H 6.3396 3.9835 2.7139 0.09 -0.03 0.07
H 5.1350 3.0331 5.3688 -0.13 -0.11 -0.09
H 6.2568 2.0905 4.3709 0.09 0.08 0.15
H 4.6887 2.2188 2.6899 -0.08 0.00 0.11
C 8.0616 0.2760 -3.6617 -0.04 0.11 -0.09
C 9.2065 -0.6087 -3.2059 -0.44 -0.14 0.04
O 8.8959 -1.2156 -1.9580 0.17 -0.07 0.09
H 7.8592 1.0519 -2.9202 0.08 -0.02 -0.04
H 8.2925 0.7529 -4.6175 -0.05 0.00 0.01
H 7.1432 -0.3071 -3.7727 0.05 -0.02 -0.06
H 10.1160 -0.0201 -3.0751 -0.02 -0.12 0.14
H 9.4069 -1.3958 -3.9409 0.09 0.12 -0.14
H 8.0954 -1.7422 -2.0815 0.04 0.13 0.10
C 3.6843 -7.5813 -1.5659 -0.09 -0.09 -0.05
C 3.8264 -6.0890 -1.7931 0.25 -0.23 0.26
O 3.6424 -5.3809 -0.5712 -0.16 -0.10 -0.04
H 2.6989 -7.8140 -1.1562 0.01 0.05 -0.09
H 3.8175 -8.1332 -2.4988 0.02 -0.03 0.06
H 4.4230 -7.9339 -0.8411 0.06 0.01 -0.11
H 3.0734 -5.7371 -2.5006 -0.01 0.12 0.15
H 4.8165 -5.8485 -2.1935 -0.05 -0.03 -0.16
H 4.3162 -5.6887 0.0485 -0.06 0.13 -0.06
C -1.7090 -4.9803 7.9255 0.00 0.06 0.10
C -1.2246 -4.6436 6.5287 -0.15 -0.34 0.12
O -0.2666 -5.6033 6.0905 0.19 0.02 -0.13
H -0.8711 -5.0032 8.6258 -0.02 0.08 -0.06
H -2.4393 -4.2467 8.2733 -0.01 -0.06 0.02
H -2.1701 -5.9718 7.9464 -0.09 0.07 -0.03
H -0.7460 -3.6632 6.5164 0.08 -0.11 -0.12
H -2.0587 -4.6296 5.8198 -0.05 0.19 0.05
H -0.6962 -6.4670 6.0936 0.08 0.12 0.00
C -4.6964 -0.9213 5.7226 -0.09 -0.06 0.08
C -3.3558 -0.2685 6.0013 -0.18 0.06 -0.40
O -2.4310 -0.5718 4.9637 0.16 -0.16 0.05
H -4.5848 -2.0050 5.6408 0.03 0.05 0.07
H -5.4122 -0.6995 6.5174 -0.03 -0.01 -0.06
H -5.1073 -0.5698 4.7721 -0.03 0.07 0.07
H -2.9387 -0.6375 6.9397 0.13 0.01 -0.12
H -3.4593 0.8189 6.0737 -0.08 -0.01 0.17
H -2.8001 -0.2347 4.1381 0.11 0.03 0.08
C -1.5046 -3.9807 1.1904 -0.10 -0.03 -0.07
C -0.0674 -3.6153 0.8727 -0.17 -0.02 0.37
O 0.2067 -2.2795 1.2838 -0.03 0.18 -0.11
H -2.1937 -3.2970 0.6885 0.05 -0.05 -0.05
H -1.7275 -5.0019 0.8732 -0.03 0.02 0.05
H -1.6966 -3.8967 2.2637 0.05 -0.10 -0.01
H 0.1149 -3.6791 -0.2018 0.10 0.16 0.06
H 0.6283 -4.2903 1.3817 -0.01 -0.13 -0.13
H 0.0535 -2.2295 2.2362 0.01 0.05 -0.12
C 1.9913 8.3932 1.5608 0.11 0.08 0.02
C 0.4787 8.5018 1.5572 0.19 -0.40 -0.07
O -0.0628 7.8546 0.4110 -0.13 0.08 -0.11
H 2.4105 8.8440 0.6586 -0.07 0.05 0.06
H 2.4166 8.8922 2.4345 0.04 -0.06 -0.02
H 2.3027 7.3450 1.5683 -0.03 0.02 0.12
H 0.1707 9.5481 1.5279 -0.10 -0.10 -0.12
H 0.0527 8.0414 2.4547 0.06 0.15 0.12
H 0.2039 6.9276 0.4471 -0.07 0.12 0.01
```
Positions in Å, forces in eV/Å.

Its LUMO energy is -0.91 eV. Its frontier orbital gap is 7.321 eV. Its net charge is 0.



Computed, not measured: a 5-piece molecular cluster, C47H102NO14 overall, with ωB97M-V with the def2-TZVPD basis set.

Geometry as XYZ:
```
164
Properties=species:S:1:pos:R:3:forces:R:3
C 7.3551 0.0088 2.4509 0.13 -0.16 -0.24
C 8.7627 0.0912 1.8294 0.00 -0.04 0.16
C 8.9874 -0.7853 0.5883 0.04 0.03 0.01
C 8.6218 -0.1172 -0.7402 -0.02 0.03 -0.06
C 7.1672 0.3483 -0.8683 -0.11 0.04 0.03
C 6.1081 -0.7644 -0.7555 -0.15 -0.07 -0.02
C 5.5951 -1.2604 -2.1141 -0.01 0.01 0.02
C 4.5216 -2.3557 -2.0143 0.08 -0.05 0.10
C 3.5718 -2.3865 -3.2186 0.01 -0.31 0.05
C 2.4258 -1.3859 -3.1384 -0.13 0.25 -0.13
C 1.3241 -1.8039 -2.1476 0.01 -0.27 -0.15
C 0.4529 -0.6779 -1.5898 -0.13 0.01 -0.03
C 0.8540 -0.0402 -0.2409 0.02 -0.07 0.21
C 0.9345 -1.1379 0.8375 0.02 0.24 0.08
O -0.2262 -1.9320 0.8252 -0.05 -0.01 -0.31
C -0.3047 -2.8253 1.9078 0.08 -0.11 0.12
C -0.2782 0.9569 0.1505 -0.20 -0.01 -0.05
C 0.0450 2.3837 0.7012 -0.11 0.08 -0.02
C -0.3482 2.4631 2.1822 -0.10 -0.05 -0.20
C -0.7838 3.4320 -0.0669 -0.10 -0.29 0.13
N 1.4966 2.7103 0.5745 -0.06 -0.28 -0.22
O 2.1643 2.8153 1.6497 0.16 0.22 0.32
C 2.2555 2.1088 -0.5588 -0.28 0.11 -0.14
C 1.6064 2.4493 -1.9032 0.28 0.14 -0.08
C 3.6805 2.6632 -0.5413 0.03 -0.19 0.01
C 2.2447 0.6121 -0.2606 0.43 -0.27 -0.11
H 6.9148 -0.9795 2.2623 0.04 0.18 0.11
H 6.6822 0.7590 2.0297 -0.03 -0.10 0.08
H 7.4017 0.1543 3.5314 -0.05 0.08 -0.04
H 8.9920 1.1337 1.5805 0.04 -0.05 0.04
H 9.4922 -0.2025 2.5917 -0.08 0.02 -0.07
H 8.4467 -1.7294 0.7214 0.04 0.05 -0.06
H 10.0487 -1.0540 0.5381 -0.09 0.01 -0.01
H 9.2687 0.7637 -0.8432 -0.05 -0.09 -0.10
H 8.8740 -0.7853 -1.5758 -0.05 0.03 0.14
H 7.0387 0.8433 -1.8408 0.06 0.00 0.15
H 6.9840 1.1218 -0.1116 0.00 -0.13 -0.12
H 5.2457 -0.4057 -0.1678 0.22 -0.10 -0.15
H 6.5184 -1.6222 -0.2048 -0.12 0.15 -0.03
H 5.2010 -0.4090 -2.6880 0.01 -0.04 0.14
H 6.4365 -1.6535 -2.6987 -0.05 0.12 -0.01
H 3.9529 -2.2252 -1.0806 0.02 0.01 -0.18
H 5.0146 -3.3313 -1.9292 -0.03 0.12 0.08
H 3.1299 -3.3892 -3.3189 0.12 0.13 0.01
H 4.1575 -2.2182 -4.1294 -0.04 -0.01 0.04
H 2.8106 -0.3856 -2.9003 -0.01 -0.15 -0.04
H 1.9720 -1.3009 -4.1359 0.05 0.12 0.16
H 0.6477 -2.4744 -2.6946 0.17 -0.06 0.13
H 1.7481 -2.4176 -1.3432 -0.04 0.14 -0.05
H 0.3701 0.1013 -2.3550 -0.03 -0.02 0.09
H -0.5575 -1.0717 -1.4410 0.05 0.06 -0.03
H 1.0484 -0.6538 1.8204 0.04 0.02 -0.05
H 1.8224 -1.7702 0.6841 -0.02 0.04 -0.01
H 0.6789 -3.2497 2.1578 -0.12 0.04 -0.07
H -0.7066 -2.3257 2.7964 0.05 -0.02 0.04
H -0.9721 -3.6376 1.6195 0.00 0.05 0.05
H -0.9326 1.0707 -0.7228 0.07 0.04 0.12
H -0.8932 0.4654 0.9111 -0.03 0.00 -0.16
H -0.1087 3.4387 2.6042 0.04 -0.08 0.01
H -1.4315 2.3073 2.2525 0.16 0.02 -0.04
H 0.1474 1.6870 2.7676 0.04 0.11 -0.02
H -0.6117 4.4367 0.3233 -0.04 -0.07 0.06
H -0.5686 3.4322 -1.1334 -0.04 0.07 0.11
H -1.8389 3.1592 0.0562 0.08 0.23 0.00
H 2.1648 1.9401 -2.6963 -0.11 0.05 0.09
H 1.6803 3.5266 -2.0829 -0.05 -0.08 0.00
H 0.5623 2.1574 -1.9825 0.17 -0.07 -0.02
H 4.2728 2.2100 0.2569 -0.09 0.12 -0.04
H 3.6692 3.7458 -0.3913 0.01 -0.12 -0.06
H 4.1647 2.4344 -1.4977 -0.07 0.04 0.12
H 2.9013 0.0793 -0.9671 -0.17 0.17 0.26
H 2.7064 0.5161 0.7333 -0.02 -0.04 -0.14
C -4.5570 0.5621 -0.0041 0.05 0.06 0.05
O -4.9293 1.6334 -0.8421 -0.20 -0.11 -0.13
C -4.1643 1.7307 -2.0292 0.20 0.10 0.21
C -4.9988 2.1452 -3.2163 0.11 0.02 0.01
O -5.8694 1.1310 -3.6836 -0.05 0.00 -0.23
C -7.0435 0.8334 -2.9529 0.00 -0.17 0.15
C -8.1413 1.8643 -3.0575 -0.17 0.13 0.10
O -7.8218 3.0415 -2.3397 0.27 -0.01 -0.09
C -8.3015 4.2260 -2.9312 -0.08 0.00 0.05
H -3.5991 0.7491 0.4962 0.02 -0.02 -0.03
H -5.3335 0.4535 0.7513 0.01 0.02 0.02
H -4.4780 -0.3756 -0.5659 0.00 -0.01 -0.01
H -3.6819 0.7720 -2.2531 0.00 -0.02 -0.02
H -3.3767 2.4842 -1.8867 0.08 -0.07 -0.05
H -4.2975 2.3016 -4.0403 -0.01 0.09 0.00
H -5.5186 3.0875 -3.0340 -0.09 -0.08 0.13
H -6.8161 0.6111 -1.9072 -0.01 0.15 0.02
H -7.4240 -0.0841 -3.4108 -0.02 -0.02 0.02
H -9.0604 1.4336 -2.6366 -0.04 -0.07 -0.12
H -8.3215 2.0953 -4.1138 0.03 0.01 -0.02
H -8.0496 4.2708 -3.9968 0.01 0.00 0.00
H -7.8222 5.0603 -2.4217 -0.02 0.00 0.02
H -9.3878 4.3252 -2.8234 -0.01 -0.02 -0.03
C -10.7962 -0.9904 4.8726 0.02 -0.06 0.06
O -10.4078 -1.7997 3.7876 0.00 0.17 -0.22
C -11.4588 -2.5605 3.2232 -0.01 -0.08 0.15
C -11.3265 -2.6807 1.7230 0.02 -0.11 -0.03
O -11.6106 -1.4927 1.0078 -0.11 0.01 -0.06
C -10.6339 -0.4696 0.9659 0.02 0.13 0.05
C -9.4857 -0.7298 0.0203 0.26 0.08 -0.07
O -8.6017 -1.7184 0.5190 -0.24 -0.19 0.08
C -8.0345 -2.5364 -0.4765 0.09 0.06 -0.01
H -10.9950 -1.5834 5.7728 -0.03 -0.01 -0.01
H -9.9739 -0.3073 5.0784 0.01 -0.02 0.02
H -11.6903 -0.4039 4.6338 0.00 0.00 -0.01
H -12.4294 -2.1116 3.4628 0.00 0.05 -0.02
H -11.4418 -3.5753 3.6441 -0.07 0.00 0.03
H -12.0974 -3.3839 1.3986 0.05 -0.05 -0.02
H -10.3533 -3.0966 1.4531 0.06 0.11 0.05
H -10.2621 -0.2183 1.9616 0.05 -0.12 0.01
H -11.1675 0.4002 0.5753 0.02 0.04 0.05
H -8.9265 0.2083 -0.1054 -0.08 0.04 -0.10
H -9.8829 -1.0282 -0.9574 -0.02 -0.04 0.01
H -8.7992 -2.9242 -1.1592 0.00 0.00 0.01
H -7.5542 -3.3750 0.0250 0.03 0.02 0.00
H -7.2798 -1.9998 -1.0649 -0.02 0.01 -0.02
C 0.3277 -1.8165 -8.4658 0.02 -0.09 -0.01
O -0.7698 -2.0369 -7.6121 -0.12 0.25 0.03
C -0.4443 -2.0465 -6.2357 0.09 -0.14 -0.04
C -1.5314 -1.4214 -5.3930 -0.06 -0.07 0.08
O -1.6302 -0.0141 -5.5056 0.08 0.08 0.09
C -2.2735 0.5407 -6.6407 0.01 0.08 -0.07
C -3.7816 0.4570 -6.6122 -0.13 0.07 -0.07
O -4.2535 -0.8531 -6.8692 0.19 -0.07 0.14
C -5.3887 -1.1877 -6.1011 -0.04 -0.05 0.02
H 0.9866 -2.6910 -8.5174 0.02 0.01 0.03
H -0.0695 -1.6190 -9.4599 0.00 -0.03 -0.01
H 0.9173 -0.9510 -8.1434 0.00 0.01 0.00
H 0.4971 -1.5130 -6.0602 -0.01 0.05 -0.02
H -0.3133 -3.0842 -5.8986 0.08 0.00 0.03
H -1.2507 -1.5918 -4.3499 -0.05 -0.05 0.03
H -2.4908 -1.9125 -5.5707 0.00 0.04 -0.13
H -1.8770 0.1377 -7.5752 -0.03 -0.13 0.05
H -2.0210 1.6032 -6.5952 0.02 0.00 -0.08
H -4.1733 1.1391 -7.3799 -0.02 0.05 0.04
H -4.1414 0.8043 -5.6379 0.00 -0.05 -0.01
H -5.2254 -0.9519 -5.0453 -0.06 -0.01 0.01
H -5.5589 -2.2582 -6.2099 0.01 0.01 -0.07
H -6.2825 -0.6505 -6.4399 0.01 0.03 0.01
C 10.8319 0.5103 10.3664 -0.01 0.07 0.06
O 9.6676 0.9228 9.6911 -0.05 -0.20 -0.18
C 9.8956 1.8625 8.6581 0.06 0.11 0.12
C 8.9750 1.6424 7.4809 -0.07 0.09 -0.02
O 9.2753 0.4983 6.7033 0.06 0.01 -0.11
C 8.8878 -0.7760 7.1817 0.05 -0.11 0.04
C 7.4180 -1.0871 7.0259 -0.16 -0.10 -0.01
O 6.6218 -0.3676 7.9483 0.17 0.23 -0.03
C 5.3660 0.0215 7.4429 -0.05 -0.07 0.03
H 11.2240 1.2970 11.0214 0.02 0.01 -0.02
H 10.5653 -0.3513 10.9761 -0.01 0.02 0.03
H 11.6185 0.2147 9.6632 0.00 0.00 0.00
H 10.9353 1.8110 8.3153 0.01 -0.05 -0.02
H 9.7149 2.8766 9.0406 0.07 0.02 -0.01
H 9.1341 2.4827 6.8006 -0.07 0.03 0.01
H 7.9302 1.6570 7.7983 0.02 -0.11 0.07
H 9.2115 -0.9435 8.2114 -0.08 0.11 0.04
H 9.4240 -1.4790 6.5392 0.02 -0.04 0.06
H 7.2782 -2.1642 7.1910 -0.01 -0.03 -0.09
H 7.1127 -0.8570 5.9982 0.01 0.02 0.00
H 5.4602 0.5026 6.4629 0.01 0.00 0.00
H 4.9404 0.7365 8.1449 -0.01 -0.03 0.02
H 4.6823 -0.8304 7.3509 0.01 -0.01 -0.03
```
Positions in Å, forces in eV/Å.

Its LUMO energy (spin up / spin down) is 0.59 / 0.57 eV. Its expectation value of S² is 0.754. Its frontier orbital gap (spin up / spin down) is 8.418 / 9.699 eV. Its net charge is 0. The spin multiplicity is 2.



Number 1: strongest force on any atom 5.68 eV Å⁻¹. Number 2: strongest force on any atom 0.52 eV Å⁻¹.